The following is a DFT calculation (ωB97M-V with the def2-TZVPD basis set) of a structure of composition C23H43N2OP3SW.

Last column: Löwdin spin population.
Element x y z (Å)
W (0.03622, -0.34526, -0.03847)  1.07
P (-0.64170, 1.71649, 1.28558)  0.03
P (-2.21687, -0.64345, -0.71583)  0.01
P (2.25778, 0.88002, -0.31006)  0.00
H (-0.03873, -2.65157, -9.04516)  0.01
C (0.96391, -2.82962, -8.62867)  0.43
C (1.28703, -4.00955, -8.10840)  0.42
H (0.54932, -4.82498, -8.06627)  0.01
C (-1.10536, 3.18668, 0.28899)  0.01
C (-2.11728, 1.54115, 2.36329)  0.00
C (0.49604, 2.44738, 2.52933)  0.01
C (-2.41194, -2.08188, -1.82562)  0.01
C (-3.43778, -1.05147, 0.58339)  0.00
C (-3.02509, 0.68484, -1.66957)  0.00
C (3.42028, 0.11114, -1.50818)  0.00
C (3.37677, 0.98888, 1.14256)  0.01
C (2.21102, 2.60510, -0.93426)  0.00
H (1.72038, -2.07517, -8.87746)  0.01
H (2.32677, -4.28842, -7.90268)  0.01
H (-1.39108, 3.99586, 0.97686)  0.00
H (-1.95698, 2.95690, -0.36236)  0.00
H (-0.26412, 3.52441, -0.32775)  0.00
H (-2.18873, 2.42697, 3.00889)  0.00
H (-2.01373, 0.65807, 3.00393)  0.00
H (-3.03630, 1.46412, 1.77378)  0.00
H (-0.06485, 3.20077, 3.10018)  0.00
H (1.35151, 2.94249, 2.05821)  0.00
H (0.85327, 1.68899, 3.23646)  0.00
H (-3.48676, -2.28901, -1.91655)  0.00
H (-1.91336, -2.96881, -1.41759)  0.00
H (-1.98337, -1.87507, -2.81438)  0.00
H (-4.40452, -0.60664, 0.32145)  0.00
H (-3.14019, -0.69111, 1.57011)  0.00
H (-3.54519, -2.13909, 0.64186)  0.00
H (-3.89908, 0.25515, -2.18245)  0.00
H (-2.33259, 1.08263, -2.42344)  0.00
H (-3.35484, 1.50188, -1.01451)  0.00
H (4.35730, 0.68060, -1.50238)  0.00
H (3.00712, 0.11024, -2.52130)  0.00
H (3.62658, -0.92392, -1.21993)  0.00
H (4.25993, 1.58712, 0.88213)  0.00
H (3.69866, -0.01824, 1.42676)  0.00
H (2.88840, 1.43886, 2.00949)  0.00
H (3.21164, 2.88290, -1.29771)  0.00
H (1.91702, 3.31248, -0.14948)  0.00
H (1.50545, 2.68674, -1.77096)  0.00
C (0.59429, -1.36126, -3.44123)  -0.01
C (0.47027, -0.07620, -3.96996)  -0.01
C (0.22529, 0.06521, -5.32976)  0.00
C (0.13608, -1.07383, -6.13417)  0.00
C (0.27592, -2.35533, -5.58638)  0.04
C (0.51524, -2.52130, -4.23143)  -0.01
S (0.88792, -1.70481, -1.73686)  -0.17
H (-0.11191, 0.23632, -1.59597)  0.01
H (0.56066, 0.78953, -3.31175)  0.00
H (0.12378, 1.06860, -5.74069)  0.00
H (-0.00873, -0.96871, -7.21034)  0.00
H (0.25799, -3.22169, -6.24114)  0.02
H (0.67087, -3.49214, -3.75889)  0.00
N (2.19525, -2.13870, 6.09755)  0.00
C (2.00724, -1.39770, 4.96999)  0.00
O (2.54421, -0.30188, 4.82139)  0.00
C (1.12188, -1.98489, 3.91432)  0.00
C (0.43694, -3.20572, 4.00988)  0.00
C (-0.34968, -3.59545, 2.93406)  0.00
C (-0.43542, -2.80908, 1.78429)  0.01
N (0.20050, -1.60572, 1.67968)  0.04
C (0.98560, -1.22006, 2.74366)  0.02
H (2.74920, -1.75445, 6.83637)  0.00
H (1.68440, -2.98459, 6.28479)  0.00
H (0.51546, -3.82930, 4.89602)  0.00
H (-0.91226, -4.52755, 2.96924)  0.00
H (-1.02663, -3.11822, 0.91997)  0.00
H (1.50929, -0.26122, 2.62009)  0.01

Values from the calculation:
* 2S+1: 3
* LUMO level (alpha / beta): -13.5 / -15.2 eV
* charge: +4
* frontier orbital gap (alpha / beta): 5.636 / 3.974 eV
* electronic energy: -70061.8619 eV

The following is a DFT calculation (ωB97M-V with the def2-TZVPD basis set) of a cluster of 4 separate species, C23H44BFN3O10S in total.

Last column: Mulliken charge in e.
Element x y z (Å)
C (7.24637, -0.74651, 0.73142)  -0.97
C (5.67772, -0.77694, 0.24058)  -0.10
N (5.47209, -0.51041, -1.23675)  -0.21
C (3.95995, -0.73664, -1.46695)  -0.35
N (3.61289, -2.12896, -1.73831)  -0.79
N (2.28542, -2.22550, -1.92323)  0.75
C (1.83844, -3.66562, -2.27015)  -0.84
C (1.22284, -1.23461, -1.85431)  0.28
S (-0.57162, -1.78306, -2.12670)  -0.17
C (1.46763, 0.32521, -1.55919)  -0.08
C (0.33920, 1.50270, -1.45567)  -0.55
C (-0.82816, 1.19182, -0.30135)  -0.32
C (-0.85439, 2.29281, 0.91304)  -0.17
F (-2.27383, 2.73133, 1.11465)  -0.32
C (3.06278, 0.57813, -1.37027)  0.24
B (3.74616, 2.05352, -1.09377)  0.36
C (4.83382, 2.59272, -2.25052)  -0.82
O (3.44705, 2.85808, 0.13853)  -0.52
H (7.31892, 0.03361, 1.62957)  0.25
H (7.61056, -1.78516, 1.18170)  0.28
H (8.01230, -0.42111, -0.09231)  0.31
H (5.27839, -1.88102, 0.45681)  0.29
H (4.98920, -0.01967, 0.82876)  0.17
H (5.96919, -1.21156, -1.84075)  0.36
H (2.76100, -4.40183, -2.36493)  0.31
H (1.05914, -4.08431, -1.49757)  0.26
H (1.39933, -3.57270, -3.37514)  0.35
H (-0.93006, -2.45448, -0.92774)  0.23
H (-0.24731, 1.57392, -2.48948)  0.34
H (0.77042, 2.57706, -1.18883)  0.35
H (-1.85387, 1.06969, -0.85946)  0.30
H (-0.57877, 0.11639, 0.15190)  0.25
H (-0.51112, 1.76863, 1.92760)  0.27
H (-0.14252, 3.21488, 0.75396)  0.12
H (4.36778, 2.31208, -3.30922)  0.29
H (5.08528, 3.73211, -2.13825)  0.26
H (5.84806, 1.96770, -2.19281)  0.27
H (3.99581, 2.45470, 0.89910)  0.34
C (-5.78437, 1.70798, 1.37081)  -1.21
C (-4.78317, 0.95221, 2.22756)  0.19
O (-5.00080, 1.21215, 3.62024)  -0.32
C (-6.04103, 0.55364, 4.18535)  0.72
O (-6.78842, -0.23172, 3.62113)  -0.56
O (-6.13017, 0.93744, 5.48319)  -0.32
C (-7.25198, 0.38988, 6.17161)  -0.63
H (-5.77025, 2.77580, 1.61377)  0.30
H (-5.55733, 1.58200, 0.30875)  0.34
H (-6.80460, 1.35621, 1.54801)  0.39
H (-3.77196, 1.30113, 1.99424)  -0.02
H (-4.80744, -0.12485, 2.02512)  0.32
H (-7.28171, -0.70089, 6.08117)  0.29
H (-8.17595, 0.83496, 5.78857)  0.29
H (-7.15830, 0.64430, 7.23112)  0.23
C (-2.27915, -6.80425, -6.58757)  -1.10
C (-1.05729, -5.93945, -6.32913)  -0.20
O (-0.38081, -6.35163, -5.13457)  -0.30
C (0.38221, -7.46539, -5.24591)  0.71
O (0.54414, -8.12926, -6.25921)  -0.55
O (0.91603, -7.73619, -4.02881)  -0.30
C (1.66609, -8.94764, -3.98374)  -0.64
H (-2.93317, -6.81885, -5.70921)  0.29
H (-2.84403, -6.42906, -7.44521)  0.36
H (-1.99662, -7.84128, -6.78948)  0.32
H (-1.37459, -4.90339, -6.17228)  0.28
H (-0.37120, -5.94072, -7.18407)  0.32
H (2.43406, -8.97031, -4.76384)  0.30
H (0.99227, -9.80516, -4.07943)  0.30
H (2.16275, -9.00428, -3.01102)  0.22
C (-1.74531, 4.29236, 3.77261)  -0.90
C (-1.23976, 5.26191, 2.71810)  -0.01
O (-1.22210, 6.60375, 3.22173)  -0.38
C (-0.19396, 6.90701, 4.05000)  0.72
O (0.70390, 6.15090, 4.39040)  -0.57
O (-0.34659, 8.19023, 4.46193)  -0.34
C (0.62065, 8.60735, 5.42250)  -0.62
H (-2.71725, 4.61672, 4.15939)  0.30
H (-1.84606, 3.28637, 3.35640)  0.16
H (-1.06444, 4.24393, 4.62707)  0.33
H (-1.92278, 5.25348, 1.86245)  0.28
H (-0.25034, 4.97454, 2.34382)  0.19
H (1.64008, 8.42746, 5.06577)  0.29
H (0.44673, 8.09162, 6.37241)  0.29
H (0.49794, 9.68197, 5.58430)  0.23

Values from the calculation:
* LUMO level: -5.0 eV
* charge: +1
* frontier orbital gap: 7.208 eV
* electronic energy: -63725.2897 eV

The following is a DFT calculation (ωB97M-V with the def2-TZVPD basis set) of a cluster of 6 separate species, C23H44ClNO11P3 in total.

Last column: Mulliken charge in e.
Element x y z (Å)
N (-4.69731, -3.92306, 2.10735)  -0.72
P (-3.15740, -4.24330, 2.60848)  0.17
P (-1.69026, -3.61683, 1.06727)  0.37
C (-0.68122, -5.19855, 1.36106)  -1.08
C (0.93727, -5.08048, 1.18028)  -0.74
C (1.64721, -3.87709, 2.07350)  -0.21
Cl (1.53086, -4.23553, 3.89886)  -0.26
P (-0.50600, -2.95861, -0.63647)  0.68
O (-0.53341, -4.03587, -1.79631)  -0.77
H (-5.25297, -4.81223, 2.06298)  0.17
H (-3.11950, -5.68586, 2.80680)  0.03
H (-2.96751, -3.48114, 3.81609)  0.03
H (-0.92893, -2.82539, 2.03180)  -0.12
H (-2.52313, -2.44796, 0.87676)  -0.02
H (-2.51079, -4.38511, 0.12049)  -0.01
H (-1.05172, -6.09361, 0.69910)  0.24
H (-0.87210, -5.52396, 2.49377)  0.38
H (1.30796, -5.08802, 0.04516)  0.30
H (1.38910, -6.09099, 1.63080)  0.35
H (1.24121, -2.80580, 1.83824)  0.12
H (2.79608, -3.89199, 1.75531)  0.32
H (-1.12392, -1.73479, -1.14967)  -0.09
H (0.85603, -2.63544, -0.29958)  -0.10
O (-1.24797, 0.56504, 0.78915)  -0.54
C (-1.72162, 1.08126, -0.20953)  0.48
O (-2.82860, 0.62086, -0.86284)  -0.38
C (-3.03186, 1.39599, -2.04336)  -0.24
C (-2.31276, 2.69593, -1.79436)  -0.59
C (-1.15758, 2.27265, -0.92270)  0.04
H (-2.61749, 0.84847, -2.89640)  0.11
H (-4.10310, 1.54687, -2.20552)  0.30
H (-2.00505, 3.20069, -2.71396)  0.31
H (-2.96380, 3.37882, -1.23505)  0.29
H (-0.29412, 1.95854, -1.51565)  0.11
H (-0.87821, 3.05865, -0.21731)  0.14
O (-4.12501, 2.70271, -5.77921)  -0.62
C (-2.98937, 2.33470, -6.03036)  0.51
O (-1.86404, 2.88451, -5.48675)  -0.33
C (-0.71485, 2.28596, -6.08415)  -0.23
C (-1.19109, 0.96323, -6.62497)  -0.41
C (-2.62056, 1.25684, -7.00421)  -0.40
H (-0.34600, 2.94930, -6.87352)  0.22
H (0.06897, 2.16063, -5.33147)  0.17
H (-0.58463, 0.59464, -7.45653)  0.45
H (-1.16988, 0.20801, -5.82984)  0.14
H (-2.69895, 1.65167, -8.02096)  0.28
H (-3.25733, 0.37799, -6.87946)  0.27
O (0.86907, 3.95018, 0.23717)  -0.66
C (1.46287, 3.51737, 1.21095)  0.44
O (1.10273, 2.39172, 1.89463)  -0.32
C (1.94802, 2.24577, 3.03479)  -0.05
C (3.18874, 3.03736, 2.71403)  -0.58
C (2.65387, 4.15720, 1.85771)  -0.47
H (1.42144, 2.63563, 3.91223)  -0.04
H (2.16999, 1.18685, 3.19611)  0.46
H (3.72094, 3.38308, 3.60419)  0.30
H (3.87932, 2.42206, 2.12452)  0.28
H (2.32014, 5.00651, 2.46031)  0.27
H (3.38480, 4.47527, 1.11073)  0.33
O (0.95951, -0.50066, -6.75362)  -0.62
C (1.55332, -0.93348, -5.77984)  0.47
O (1.19318, -2.05912, -5.09617)  -0.34
C (2.03846, -2.20507, -3.95600)  -0.16
C (3.27919, -1.41348, -4.27677)  -0.53
C (2.74432, -0.29364, -5.13308)  -0.35
H (1.51189, -1.81521, -3.07857)  0.01
H (2.26044, -3.26400, -3.79468)  0.33
H (3.81139, -1.06776, -3.38660)  0.34
H (3.96976, -2.02879, -4.86628)  0.28
H (2.41059, 0.55566, -4.53049)  0.18
H (3.47525, 0.02443, -5.88006)  0.35
O (2.02536, 1.08649, 5.72227)  -0.55
C (1.40650, 1.75975, 6.52968)  0.55
O (0.57277, 2.78826, 6.19612)  -0.33
C (0.10699, 3.41894, 7.38821)  -0.49
C (0.26672, 2.38621, 8.47305)  -0.49
C (1.48103, 1.61598, 8.01963)  -0.43
H (0.71429, 4.31158, 7.57134)  0.27
H (-0.93703, 3.72022, 7.26223)  0.32
H (0.37211, 2.82200, 9.47012)  0.32
H (-0.60614, 1.72213, 8.48452)  0.28
H (2.40872, 2.07170, 8.37673)  0.26
H (1.42482, 0.56653, 8.31779)  0.30

Values from the calculation:
* LUMO level: 1.8 eV
* charge: -1
* frontier orbital gap: 5.335 eV
* electronic energy: -88962.4033 eV